Entry from the Open Molecules 2025 dataset: a molecular structure, C23H16Cl2N6RhSe (ωB97M-V/def2-TZVPD).

Computed properties:
**E**: -4645.91800 hartree
**Expectation value of S²**: 6.04
**Multiplicity**: 5
**Total charge**: +3
**Kohn-Sham gap (alpha / beta)**: 5.1 / 5.2 eV
**LUMO energy (alpha / beta)**: -0.3524 / -0.4590 Eh
**Relative energy (zero: lowest compared OMol25 entry of this formula, charge and spin)**: 149.8 kJ/mol
**HOMO energy (alpha / beta)**: -14.68 / -17.67 eV

Geometry as XYZ:
```
49
Properties=species:S:1:pos:R:3:forces:R:3:nbo_charge:R:1
Rh 0.19752 -0.65525 -0.65809 0.2 0.0 0.1 1.242
C 4.41858 -0.74618 -1.55076 0.0 0.0 0.0 -0.207
C 4.98873 -0.87121 -0.29360 0.0 0.0 0.0 -0.089
C 4.16935 -0.91980 0.82553 0.0 0.0 0.0 -0.188
C 2.79730 -0.83876 0.66586 0.0 0.0 0.0 0.168
N 2.25673 -0.70738 -0.56502 -0.1 0.1 0.1 -0.462
C 3.04310 -0.67053 -1.64764 0.0 0.0 0.0 0.067
C 1.82994 -0.90605 1.78726 0.1 0.0 -0.1 0.166
C 2.19198 -1.00717 3.11726 0.0 0.0 0.0 -0.189
C 1.19867 -1.07058 4.08702 0.0 0.0 0.0 -0.077
C -0.13499 -1.02877 3.70844 0.0 0.0 0.0 -0.215
C -0.43413 -0.92219 2.36532 0.0 0.0 0.0 0.076
N 0.52652 -0.86539 1.43336 0.0 -0.2 0.2 -0.479
H 5.02220 -0.71198 -2.44656 0.0 0.0 0.0 0.273
H 6.06285 -0.93625 -0.18080 0.0 0.0 0.0 0.269
H 4.60314 -1.02806 1.80843 0.0 0.0 0.0 0.255
H 2.54813 -0.57876 -2.60654 0.0 0.0 0.0 0.234
H 3.23084 -1.03795 3.41009 0.0 0.0 0.0 0.255
H 1.46945 -1.15178 5.13152 0.0 0.0 0.0 0.268
H -0.93140 -1.07733 4.43726 0.0 0.0 0.0 0.269
H -1.45447 -0.88257 2.00664 0.0 0.0 0.0 0.224
Se -5.10316 4.71759 -1.27277 0.1 0.1 0.0 1.421
N -5.20928 2.93167 -1.17925 0.1 0.0 0.0 -0.602
C -3.99791 2.48707 -1.06362 0.0 -0.1 0.0 0.260
C -3.64477 1.07852 -0.96369 0.0 0.3 0.0 -0.177
C -4.56402 0.06079 -0.99796 0.0 -0.2 0.0 -0.027
C -4.11261 -1.27277 -0.92656 0.0 0.2 0.0 -0.262
C -2.76609 -1.50878 -0.83484 0.2 0.0 0.0 0.091
N -1.84051 -0.52121 -0.78559 -0.1 0.0 0.0 -0.522
C -2.25852 0.77959 -0.84706 -0.1 -0.1 0.0 0.217
C -1.26002 1.75479 -0.82329 0.2 0.2 -0.1 0.142
N 0.05855 1.31234 -0.72090 0.0 0.2 -0.1 -0.506
C 1.07792 2.23899 -0.74869 -0.1 -0.1 0.0 0.083
C 0.85754 3.57225 -0.83925 -0.1 0.0 0.0 -0.275
C -0.48376 4.04991 -0.93113 0.2 0.1 0.0 -0.043
C -1.51913 3.15597 -0.92501 -0.3 0.0 0.0 -0.092
C -2.91286 3.54404 -1.04230 0.1 0.0 0.0 0.252
N -3.32490 4.77276 -1.13946 -0.1 0.0 0.0 -0.609
H -5.62006 0.28188 -1.08815 0.0 0.0 0.0 0.268
H -4.80301 -2.10181 -0.95939 0.0 0.0 0.0 0.272
H -2.37772 -2.51783 -0.80488 0.0 0.0 0.0 0.225
H 2.07867 1.83799 -0.68331 0.0 0.0 0.0 0.228
H 1.69334 4.25504 -0.84520 0.0 0.0 0.0 0.272
H -0.68476 5.11050 -1.01335 0.0 0.0 0.0 0.267
Cl 2.15634 -4.60121 -0.05589 0.1 0.0 0.1 0.107
C 0.53792 -4.42936 -0.59504 -0.1 0.4 -0.1 -0.329
Cl 0.34218 -2.88930 -1.67557 -0.2 -0.3 -0.2 -0.026
H -0.15510 -4.28700 0.22532 0.0 0.0 0.0 0.238
H 0.23568 -5.19847 -1.29813 0.1 -0.1 0.1 0.269
```
Forces are in eV/Å.